[1]
Below is a gas-phase ion, C18H28N3O4 (charge +1), with properties calculated with wB97M-V/def2-TZVPD.

The geometry in XYZ format:
```
53
Properties=species:S:1:pos:R:3:forces:R:3
H 2.09763 -0.53228 1.79489 0.1 0.0 0.1
H -3.19072 -1.52277 4.38006 0.0 0.0 0.0
C -1.18684 -1.73603 -0.85097 -0.1 0.1 0.7
H -1.40850 2.18286 -4.06986 -0.1 0.1 0.0
H -3.19936 -2.12445 -0.32614 0.0 0.0 0.1
C -0.58614 -2.27039 -3.05572 0.5 0.0 -0.3
O -0.88202 -1.35407 3.41768 0.2 -0.3 0.2
H 0.98797 2.68384 -4.37846 0.0 0.1 0.0
H 1.48376 0.46122 -0.52554 0.1 -0.1 -0.1
H 4.64720 0.90571 1.78663 0.1 0.0 0.1
H 4.11166 -0.02338 0.38677 0.0 -0.1 0.0
H 0.26579 -2.87869 -2.73775 -0.1 0.0 -0.1
C 2.64603 1.42455 1.03672 0.1 -0.2 -0.2
C -1.80799 0.20231 1.83048 0.1 0.1 0.3
C 0.46084 0.78716 2.32517 0.5 0.0 -0.1
O 0.20196 1.43274 3.34799 -0.3 0.1 0.1
H 2.66288 0.89664 -4.08517 0.1 0.0 0.0
C -0.67084 1.40582 -3.93638 -0.1 0.1 0.0
H -0.10114 -0.30669 0.70577 0.1 0.1 0.2
O -1.56220 -2.24025 -1.99971 -0.3 -0.2 -0.2
H 2.70625 -0.04992 3.97413 0.0 0.1 -0.1
H 1.35201 3.51383 -0.40345 0.0 0.1 0.0
C -1.07377 0.12543 -3.60209 0.0 -0.1 0.0
C -0.13318 -0.88343 -3.43225 -0.1 0.0 0.0
H 0.36649 2.44662 -1.39759 -0.1 0.0 -0.1
H -3.69315 -0.22398 0.91042 0.0 0.0 0.0
N -3.09168 -0.92864 3.57174 -0.4 -0.2 0.3
H -2.12383 -0.09765 -3.47583 -0.1 0.0 0.0
C 1.21366 -0.59622 -3.60084 -0.1 -0.1 0.0
C 0.87873 2.53552 -0.44353 0.1 -0.1 -0.1
N -0.41168 0.31261 1.46791 -0.2 0.0 -0.2
C -1.87481 -0.77978 3.03202 0.0 0.4 -0.4
H 1.61498 1.31349 3.83788 0.5 -0.3 -0.1
H 0.13913 2.48437 0.34969 -0.1 0.1 0.0
H 2.64200 2.44788 1.42950 0.0 0.0 0.1
C -2.63989 -0.26317 0.63217 0.1 -0.1 0.1
N 2.52402 0.79005 3.42475 -0.3 0.3 0.5
C 0.67445 1.68650 -4.11020 0.0 0.1 0.0
C -2.32142 -1.69148 0.15207 -0.1 0.0 -0.2
C 1.92703 1.43500 -0.32306 -0.1 0.3 0.2
H -2.49073 0.44261 -0.18786 -0.1 0.1 0.0
C 1.61412 0.68335 -3.94463 0.1 0.0 0.0
H 1.94876 -1.37595 -3.46838 0.1 -0.1 0.0
H 4.62046 1.65008 0.20046 0.1 0.1 0.0
O -0.05893 -1.34120 -0.61892 0.1 -0.2 -0.2
H -3.88059 -0.37255 3.29401 0.0 0.0 0.0
H -1.09985 -2.76049 -3.88581 0.1 0.0 0.2
H 2.67317 1.60513 -1.09966 0.1 -0.1 0.0
C 4.09262 0.95934 0.85149 -0.2 0.2 0.1
H 3.34640 1.39341 3.40839 -0.1 -0.2 0.0
H -2.16230 1.18038 2.17790 0.0 -0.1 -0.1
H -2.04519 -2.31749 1.00360 0.0 -0.1 -0.1
C 1.96507 0.51361 2.07831 -0.3 0.1 -0.6
```
Forces are in eV/Å.

Calculated values
Spin multiplicity: 1
Energy relative to the best compared isomer or geometry (same formula, charge and spin), kJ/mol: 16.7
HOMO-LUMO gap, eV: 9.478
Net charge: +1
Structure (SMILES): CC[C@H](C)[C@@H]([NH3+])C(=O)N[C@@H](CCC(=O)OCc1ccccc1)C(N)=O

Results of the natural (NBO) charge analysis, in e, for atoms 1 through 6: atom 1 (H): 0.2414, atom 2 (H): 0.4191, atom 3 (C): 0.8368, atom 4 (H): 0.2211, atom 5 (H): 0.2514, atom 6 (C): -0.1138


[2]
Below is 13 unconnected molecules or ions with the total composition C38H98ClNO16 in a non-equilibrium geometry, with properties calculated with wB97M-V/def2-TZVPD.

The geometry in XYZ format:
```
154
Properties=species:S:1:pos:R:3:forces:R:3
H -5.23568 5.98092 -0.33053 -0.1 0.1 0.1
H 3.46955 2.26706 0.84153 0.6 0.6 -0.4
C -0.01578 5.64252 -3.03537 0.2 -1.0 -0.3
C -0.32769 11.63488 -4.90729 0.1 0.8 -0.7
C -2.83293 5.03366 -5.68851 -0.2 -1.2 0.4
H -0.59308 1.03471 -2.53112 -0.3 -0.2 0.0
H 5.00412 2.35194 -2.58916 0.1 0.0 0.2
H 4.66972 4.17197 -3.61363 0.0 0.4 0.1
H 1.28664 1.67593 -7.37000 0.2 0.2 0.0
C -4.47501 6.91464 -5.34966 0.9 0.4 0.3
C 1.94179 10.37270 7.13847 -0.5 -0.4 0.3
C -0.69607 10.61152 -5.96931 0.5 -0.8 0.0
O 1.28115 4.44284 2.06190 0.6 -0.3 1.2
H 2.78840 7.43078 -2.46576 -0.2 0.1 0.0
C 6.69103 4.64532 -4.05887 0.3 -0.3 0.9
H -4.16716 4.97568 -7.90380 0.1 0.1 -0.1
C 0.36873 9.10903 -0.47225 0.3 0.5 -1.3
H -1.66555 10.55898 1.29650 0.3 0.1 0.0
O 1.91407 8.06186 6.45755 0.2 -0.3 0.4
H 4.77253 4.52863 -1.12425 -0.1 -0.1 -0.2
H 2.55515 5.84167 -3.17525 -0.5 0.2 -0.3
H -1.76982 14.04303 0.83103 0.0 -0.1 0.0
H -3.68265 7.63901 -5.57063 -0.1 0.0 -0.3
H 1.67980 12.28808 -5.50924 -0.2 -0.1 -0.2
Cl -2.56583 5.58786 3.00613 0.0 0.6 0.5
H 4.50458 10.60361 3.25472 0.0 0.1 0.0
H -0.74288 8.05648 -3.09087 -0.2 0.1 0.5
H 1.37771 12.30684 -3.76872 0.0 0.1 0.0
H 7.69330 4.56653 -3.62390 -0.1 -0.1 0.1
C -2.02241 9.29591 4.38838 -0.2 0.0 0.9
H -5.43178 7.38392 -5.56565 -0.1 -0.3 -0.1
H -4.98516 4.89782 -5.84209 0.1 -0.1 0.2
C 2.28155 2.90312 -5.84918 0.4 -0.7 -0.6
H 1.58988 0.45605 -5.46799 -0.1 0.0 0.1
H 6.52136 5.71272 -4.19779 -0.1 -0.1 -0.5
H -3.72332 7.42942 -1.99570 -0.3 0.2 0.0
H 0.25627 4.62697 -2.74092 -0.2 0.1 0.4
H -1.71056 10.22420 -5.86548 -0.1 0.2 0.0
C 5.63493 4.11632 -3.09189 -0.5 -0.3 -0.4
O 0.81646 1.03080 -5.47867 0.1 -0.3 -0.1
H 4.28072 9.44203 1.93449 0.4 -0.1 0.3
C -2.20497 2.39871 -2.65193 -1.3 -0.2 -0.1
H 2.51481 11.30027 7.14164 0.0 0.0 0.0
H 1.03366 5.07464 1.35561 -0.4 -0.1 -0.7
H 1.06045 9.77645 4.64984 0.0 0.3 0.0
H -2.76804 8.49578 -0.95448 -0.2 0.2 0.1
H -1.28924 9.50465 3.60211 0.1 -0.2 0.0
H 0.20670 8.58618 1.98542 0.1 -0.1 0.2
H 2.59194 10.72821 4.60663 -0.2 0.0 -0.5
H 3.14144 2.25643 -6.06120 0.3 0.3 0.3
O 2.54256 3.57988 -0.48846 0.4 -0.4 -0.7
H 2.68585 5.98211 -1.50458 -0.4 0.1 0.2
H 1.84654 9.33530 -1.96882 0.0 -0.1 -0.3
H -2.27446 10.26414 4.83956 -0.3 0.0 0.0
H -4.35176 6.78851 -4.27133 -0.4 -0.2 0.0
C 3.72063 11.36130 1.36876 1.6 0.3 -0.6
H 0.87603 8.16819 -3.71623 -0.2 -0.3 -0.2
C 2.15078 9.73670 4.73338 -0.1 0.1 0.5
O -4.19625 5.84251 -7.48769 -0.3 0.1 0.1
C 2.59328 3.97762 1.88593 -0.3 0.4 -0.8
C -0.11545 7.70842 1.40326 0.5 0.4 0.5
H -1.08720 2.33834 -6.61039 0.1 -0.2 0.1
C 0.70984 6.68697 -2.19114 0.0 0.7 -0.4
C -1.37838 8.40513 5.46434 -0.4 0.1 -0.6
H 0.66116 11.38056 2.61269 -0.2 -0.3 0.5
O -0.91533 1.85456 -0.64410 -1.0 -0.2 0.1
H -2.99697 1.62971 -2.68286 0.4 -0.5 0.8
H -4.27269 7.49788 0.98614 0.3 -0.1 -0.1
H -0.61012 12.14277 3.69817 -0.5 -0.8 -0.4
H 2.44904 6.59080 0.62782 0.1 0.1 -0.2
H 3.24228 4.80625 1.56391 0.3 -0.1 0.2
H 6.50123 4.78174 -1.23756 0.1 0.2 -0.1
H 2.71067 11.15137 1.72594 -0.1 0.8 0.0
O -0.74214 12.95213 -5.31818 -0.2 0.2 0.0
H 4.99991 12.85856 1.23073 0.1 -0.3 -0.1
H 0.30781 5.66693 -4.08602 0.2 0.6 0.0
H -1.17843 7.88454 1.23722 0.0 -0.4 -0.4
H -1.14468 6.81863 4.34659 0.1 -0.3 -0.1
H 5.33610 5.92789 -2.02719 0.2 0.1 0.2
C 1.09128 2.10401 -6.37951 -0.8 0.7 0.1
C -4.60478 7.75218 -0.02832 0.7 -0.2 0.6
H 1.60486 10.76682 -4.57690 0.1 0.1 0.0
H 4.01838 10.03954 -0.30580 -0.2 0.0 -0.1
O -1.20791 13.89046 1.59572 0.3 0.3 0.2
H 6.70891 4.04966 -4.96928 -0.2 0.3 -0.2
H -1.69886 6.65452 -0.73253 0.2 -0.4 0.2
H -2.10888 2.51253 -3.74582 0.7 0.6 0.1
C -3.40388 7.59841 -0.95582 0.6 0.0 0.3
H -0.02701 6.83288 2.04101 0.1 -0.1 -0.2
C 0.00636 12.23114 2.79937 0.8 0.6 0.8
H -2.77846 4.00884 -6.07545 0.1 0.1 -0.3
H 2.46988 3.86061 -6.33469 -0.2 0.0 -0.2
H 1.93686 9.90875 8.12763 0.2 0.3 0.1
C 2.24037 7.65774 0.49486 -0.4 -0.7 0.5
H -0.85731 11.41762 -3.97553 0.3 -0.3 0.1
H -2.72505 4.86818 -4.61258 0.1 0.4 0.1
H 2.95065 8.07058 -0.22132 -0.2 0.1 -0.1
C 2.47223 9.31645 6.17365 -0.2 0.4 -0.7
C 0.74490 7.74505 0.12166 -1.1 0.4 -0.1
N 0.24647 6.69028 -0.80355 -0.8 0.2 0.0
H -0.19509 3.74709 -7.16052 0.4 -0.3 -0.3
H 2.20950 3.06279 -4.77486 -0.2 0.0 0.0
O -2.64543 6.49843 -0.51653 -0.3 0.1 -0.3
H -1.98476 5.57850 -6.09710 -0.1 0.3 0.1
O -0.55769 7.43787 4.83960 0.4 0.3 0.7
H 3.01500 3.51885 2.78468 -0.4 0.2 0.3
O -2.75172 3.54081 -1.99803 0.3 -0.3 -0.7
C 5.56301 4.88726 -1.78673 0.0 -0.1 -0.1
H 1.71180 4.10552 -0.52771 -0.3 0.5 0.2
H 1.03561 7.99178 6.05354 0.1 -0.3 -0.3
H 2.81705 11.29509 -0.59602 0.1 0.1 -0.2
H -0.29518 3.47023 -5.49058 -0.2 -0.3 0.2
H -4.96420 8.77723 0.08587 -0.4 -0.1 -0.7
C 2.22994 6.49706 -2.35597 1.0 -0.7 0.3
H 0.89459 10.58893 6.90484 0.1 0.1 -0.1
H 1.79061 2.26597 0.92569 -0.3 0.3 0.0
C 2.62560 2.96661 0.76421 -0.5 -1.0 0.5
H 0.34651 10.12958 -2.40905 0.0 0.2 0.2
H -3.66431 3.56519 -2.29990 -0.1 0.3 0.3
C 1.18134 11.76591 -4.69467 -0.4 -0.5 0.6
H -0.84296 9.03640 6.18445 0.6 -0.2 -0.3
H -2.43555 11.78817 0.36539 -0.1 0.3 0.1
O 4.12474 12.71944 1.59370 -1.2 0.5 0.7
H 0.64044 13.04854 3.16487 0.3 0.1 -0.8
H 2.43639 9.04357 3.94210 0.5 -0.1 0.2
C -0.73140 12.53430 1.53711 -1.4 0.1 -0.6
H -0.08783 2.64204 -2.34444 -0.3 0.4 0.1
C -0.18824 2.92824 -6.43589 0.0 0.7 0.4
C 4.61920 10.45447 2.18444 -0.2 -0.7 -0.6
H -1.68385 12.94210 -5.51755 0.0 -0.1 0.1
O -3.19849 8.71476 3.88451 0.2 0.1 -0.3
C -1.94072 11.61920 1.32439 0.3 -0.9 0.3
H -2.94422 7.83283 3.53059 -0.4 -0.3 -0.1
C -4.18114 5.60820 -6.06180 -0.1 0.5 -0.3
C -0.90044 1.97232 -2.04311 1.3 -0.4 -0.5
H -0.53576 10.95895 -6.99147 -0.1 0.4 0.1
H -0.02836 9.74911 -5.87220 -0.2 -0.1 0.1
H -0.11836 1.42448 -0.33095 0.2 0.2 -0.1
H -0.09992 12.43340 0.64622 0.3 0.0 0.2
O 5.84680 2.71554 -2.88012 0.3 -0.1 0.0
C 0.75560 9.22698 -1.94300 0.0 0.0 0.2
H 3.55290 9.27074 6.35456 0.0 -0.4 -0.2
H -0.70628 9.30358 -0.45992 -0.1 -0.3 0.5
O 0.33785 5.43414 -0.23390 1.0 -0.6 0.1
H -2.63777 11.66044 2.16326 -0.1 0.4 -0.1
H -2.13289 7.90285 6.08029 -0.3 0.1 -0.2
H 4.55603 11.64388 -0.69960 0.1 0.3 0.4
H 5.66997 10.56190 1.90022 0.0 0.0 0.0
H 0.87507 9.92386 0.06098 -0.1 -0.1 0.3
H -1.10213 5.73386 -3.06560 0.0 0.1 0.5
C 3.79062 11.09873 -0.14649 -0.4 -1.1 0.3
H 2.40728 8.09214 1.48515 0.0 0.2 -0.1
O -5.64796 6.85277 -0.39535 -0.2 0.1 -0.2
C 0.30459 8.03703 -2.78262 1.2 0.6 -0.7
```
Forces are in eV/Å.

Calculated values
Spin multiplicity: 1
HOMO-LUMO gap, eV: 4.678
Net charge: -2

Results of the Löwdin charge analysis, in e, for atoms 1 through 6: atom 1 (H): 0.0826, atom 2 (H): 0.1034, atom 3 (C): -0.0362, atom 4 (C): -0.4759, atom 5 (C): -0.0646, atom 6 (H): 0.1127


[3]
Below is 2 unconnected molecules or ions with the total composition C3H11NO in a non-equilibrium geometry, with properties calculated with wB97M-V/def2-TZVPD.

The geometry in XYZ format:
```
16
Properties=species:S:1:pos:R:3:forces:R:3
H 0.80455 -1.99071 0.42487 0.1 0.3 -0.3
C 0.84105 -1.14813 -0.28601 1.1 -0.6 0.0
C -1.34051 -0.79430 0.44516 0.0 0.5 0.3
O 1.45739 1.67552 1.21184 -0.2 1.3 0.8
H 1.87247 -0.75848 -0.31708 -0.4 -0.2 0.0
H -0.54339 1.85291 -0.52889 0.2 -0.5 -0.1
H -1.72480 -1.32520 -0.44202 0.0 0.1 0.1
H 0.76136 1.06421 -1.46957 -0.3 -0.2 0.6
N -0.06500 -0.11914 0.14196 -0.6 -0.4 0.0
H 0.83462 0.94350 1.00076 0.0 0.0 0.3
H -0.92615 0.48077 -1.61518 0.2 0.4 -0.3
H 0.57601 -1.52244 -1.28914 0.1 -0.1 0.1
H -2.11471 -0.09225 0.79780 0.4 -0.2 -0.2
C -0.17623 0.88758 -0.91610 -1.1 -0.1 -0.6
H 0.89023 2.37933 1.60073 0.7 -0.8 -0.4
H -1.14690 -1.53320 1.24087 -0.2 0.3 -0.3
```
Forces are in eV/Å.

Calculated values
Spin multiplicity: 1
Energy relative to the best compared isomer or geometry (same formula, charge and spin), kJ/mol: 89.0
HOMO-LUMO gap, eV: 10.171
Structure (SMILES): CN(C)C.O

Results of the natural (NBO) charge analysis, in e, for atoms 1 through 6: atom 1 (H): 0.2020, atom 2 (C): -0.4155, atom 3 (C): -0.4101, atom 4 (O): -0.9871, atom 5 (H): 0.2145, atom 6 (H): 0.2083


[4]
Below is a molecular structure, C5H8O2 in a non-equilibrium geometry, with properties calculated with wB97M-V/def2-TZVPD.

The geometry in XYZ format:
```
15
Properties=species:S:1:pos:R:3:forces:R:3
O -0.85896 -2.40046 -1.70405 0.1 0.6 0.8
H -0.06735 1.01683 2.12542 0.0 0.0 0.0
H -1.48933 0.62550 -1.32757 0.1 0.1 0.0
C -0.04877 0.06024 0.17098 -0.1 0.3 0.1
O -0.93395 -1.12626 0.32689 -1.0 0.0 -0.9
H -1.62338 1.49514 0.20257 0.1 0.0 -0.1
C 0.83799 -0.86941 -0.65348 0.1 -0.2 0.2
H 1.29230 -0.11212 1.88562 -0.2 0.0 0.0
H 1.29175 1.46220 1.08371 -0.2 -0.3 0.0
H 0.93638 -1.54812 0.22996 2.5 0.2 -0.8
C 0.64759 0.62636 1.39948 -0.2 -0.1 0.1
H -0.32782 1.92115 -0.93875 0.0 0.0 0.1
C -0.39647 -1.62698 -0.92938 -1.0 -0.5 0.4
H 1.65041 -0.61886 -1.34454 -0.3 -0.2 0.3
C -0.91037 1.09479 -0.52686 0.0 0.1 -0.1
```
Forces are in eV/Å.

Calculated values
Spin multiplicity: 1
Energy relative to the best compared isomer or geometry (same formula, charge and spin), kJ/mol: 144.0
HOMO-LUMO gap, eV: 11.318

Results of the natural (NBO) charge analysis, in e, for atoms 1 through 6: atom 1 (O): -0.5226, atom 2 (H): 0.2240, atom 3 (H): 0.2241, atom 4 (C): 0.2614, atom 5 (O): -0.5509, atom 6 (H): 0.2243